1.
DFT (ωB97M-V/def2-TZVPD) results for the molecule C5H8O2.

For the total energy, the calculation gives -345.7609 Ha. Its net charge is 0. The calculation puts the HOMO energy at -9.39 eV. As for the structure (SMILES): O=C1CC(CO)C1. The spin multiplicity is 1. The HOMO-LUMO gap comes out at 10.1 eV. The energy above the lowest of the compared OMol25 structures with the same formula, charge and spin comes out at 27.64 kcal per mole.

CARTESIAN COORDINATES (ANGSTROEM)
1 O 1.1209 1.5679 -0.6077
2 O 0.6950 -2.3201 1.8693
3 C -0.1973 -0.0342 1.3270
4 C 0.1327 -1.3757 -0.3911
5 C -0.1781 1.1595 -1.0027
6 C -0.6187 -0.0348 -0.1676
7 C 0.3326 -1.4502 1.1226
8 H 1.0806 -1.2672 -0.9303
9 H 0.6236 0.6685 1.5097
10 H -0.1765 0.8739 -2.0663
11 H -0.9067 1.9745 -0.8834
12 H -0.9706 0.0866 2.0912
13 H -1.6995 -0.1629 -0.2880
14 H 1.1997 2.5162 -0.7532
15 H -0.4376 -2.2019 -0.8293

2.
DFT (ωB97M-V/def2-TZVPD) results for a 2-piece molecular cluster, C5H8O2 overall.

For the total energy, the calculation gives -345.6279 Ha. Its net charge is 0. The calculation puts the HOMO energy (spin up / spin down) at -7.73 / -7.74 eV. The spin multiplicity is 1. The HOMO-LUMO gap (spin up / spin down) comes out at 6.8 / 6.8 eV. The energy above the lowest of the compared OMol25 structures with the same formula, charge and spin comes out at 111.08 kcal per mole.

CARTESIAN COORDINATES (ANGSTROEM)
1 O -1.7851 0.7878 1.3801
2 O 2.7254 1.1872 0.0981
3 C 1.7254 0.5090 -0.0330
4 C -1.2854 -0.1455 -0.4187
5 C 1.0653 -0.1020 -1.3034
6 C 0.7384 -0.0817 0.8191
7 C 0.0219 -0.7848 -0.3611
8 H -0.0152 -1.8801 -0.3865
9 H 0.6716 0.5940 -2.0568
10 H 1.6889 -0.8459 -1.8130
11 H 0.7574 -0.4004 1.8629
12 H -1.9310 0.0719 2.0203
13 H -1.3573 0.8487 -0.8505
14 H -0.7955 0.9392 1.4170
15 H -2.2248 -0.6975 -0.3745

3.
DFT (ωB97M-V/def2-TZVPD) results for the molecule C5H8O2.

For the total energy, the calculation gives -345.7148 Ha. Its net charge is 0. The calculation puts the HOMO energy at -9.77 eV. As for the structure (SMILES): C[C@@H]1[C@H](O)[C@@H]2O[C@H]12. The spin multiplicity is 1. The HOMO-LUMO gap comes out at 10.8 eV. The energy above the lowest of the compared OMol25 structures with the same formula, charge and spin comes out at 56.57 kcal per mole.

CARTESIAN COORDINATES (ANGSTROEM)
1 O -0.8098 0.6979 -1.5591
2 O -1.0336 -1.6239 -0.4178
3 C -1.4624 0.7820 -0.2752
4 C -0.0869 1.2538 -0.4704
5 C 1.7192 -0.6050 0.2962
6 C 0.4458 0.1941 0.5009
7 C -0.9582 -0.5035 0.4198
8 H 0.3081 2.2512 -0.6271
9 H 1.8755 -1.2914 1.1397
10 H -1.4064 -0.7756 1.3801
11 H 2.5909 0.0600 0.2544
12 H -2.4058 1.3180 -0.1725
13 H 0.4866 0.7127 1.4684
14 H -0.9486 -1.2658 -1.3191
15 H 1.6856 -1.2043 -0.6183

4.
DFT (ωB97M-V/def2-TZVPD) results for the molecule C5H8O2 at a distorted geometry.

For the total energy, the calculation gives -345.7531 Ha. Its net charge is 0. The calculation puts the HOMO energy at -7.63 eV. As for the structure (SMILES): CC1=CO[C@@H](C)O1. The spin multiplicity is 1. The HOMO-LUMO gap comes out at 8.7 eV. The energy above the lowest of the compared OMol25 structures with the same formula, charge and spin comes out at 32.53 kcal per mole.

CARTESIAN COORDINATES (ANGSTROEM)
1 O -0.9081 0.1387 -1.4418
2 O -0.2175 -0.8246 0.5642
3 C -0.3613 -1.0717 -0.8514
4 C -0.8674 1.0667 -0.4136
5 C -0.1607 1.2625 1.9826
6 C -0.4284 0.5033 0.7341
7 C 1.0590 -1.3458 -1.3976
8 H 1.0536 -1.5262 -2.4752
9 H 1.4350 -2.2384 -0.8621
10 H 0.8234 1.0148 2.3706
11 H -1.0142 2.1400 -0.5446
12 H 1.7304 -0.5438 -1.1806
13 H -0.8765 0.9804 2.7410
14 H -0.2206 2.3458 1.7764
15 H -1.0469 -1.9015 -1.0020

5.
DFT (ωB97M-V/def2-TZVPD) results for the molecule C5H8O2.

For the total energy, the calculation gives -345.6425 Ha. Its net charge is 0. The calculation puts the HOMO energy at -9.00 eV. The spin multiplicity is 1. The HOMO-LUMO gap comes out at 9.2 eV. The energy above the lowest of the compared OMol25 structures with the same formula, charge and spin comes out at 101.96 kcal per mole.

CARTESIAN COORDINATES (ANGSTROEM)
1 O 0.8707 -0.9416 -0.8383
2 O 1.2367 0.9782 0.4546
3 C -0.3808 -1.4236 -0.3008
4 C -1.2895 -0.2703 -0.0024
5 C -0.6833 0.7757 -0.8853
6 C 0.5205 0.4390 1.5228
7 C 0.8120 0.4574 -0.7870
8 H -0.9272 1.8134 -0.6455
9 H 0.5428 1.1411 2.3565
10 H 1.4781 0.8718 -1.5452
11 H 0.8888 -0.5495 1.8177
12 H -1.0606 0.5359 -1.8893
13 H -0.1784 -2.0839 0.5496
14 H -0.6087 0.2958 1.3102
15 H -0.9153 -2.0139 -1.0612

6.
DFT (ωB97M-V/def2-TZVPD) results for the molecule C5H8O2.

For the total energy, the calculation gives -345.7542 Ha. Its net charge is 0. The calculation puts the HOMO energy at -9.62 eV. As for the structure (SMILES): O=CC1(O)CCC1. The spin multiplicity is 1. The HOMO-LUMO gap comes out at 10.4 eV. The energy above the lowest of the compared OMol25 structures with the same formula, charge and spin comes out at 31.84 kcal per mole.

CARTESIAN COORDINATES (ANGSTROEM)
1 O 1.3934 1.5878 -1.2686
2 O 0.7913 -0.1642 1.7508
3 C 0.4883 0.1084 0.4012
4 C 0.5207 -1.1341 -0.5254
5 C -0.9422 -0.8588 -0.9441
6 C 1.3282 1.2627 -0.1086
7 C -1.0190 0.2933 0.0793
8 H 0.2728 0.4446 2.2969
9 H -1.6437 -1.6810 -0.7792
10 H -1.2867 1.2758 -0.3193
11 H 1.8755 1.8125 0.6904
12 H -1.0418 -0.5093 -1.9741
13 H 0.6800 -2.0525 0.0453
14 H 1.2525 -1.0820 -1.3367
15 H -1.6331 0.0723 0.9578